1.
C51H28Cl4N5O4Ti | wB97M-V/def2-TZVPD

As for the total energy: -142189.832 eV. The expectation value of S² is 0.888. The LUMO energy (alpha / beta) comes out at -1.75 / -2.48 eV. The spin multiplicity is 2. The HOMO energy (alpha / beta) is -7.0 / -7.1 eV. Its charge is 0. The maximum force comes out at 0.54 eV/Å. As for the frontier orbital gap (alpha / beta): 5.3 / 4.6 eV. The relative energy (zero: lowest compared OMol25 entry of this formula, charge and spin) comes out at 0.0 kJ/mol.

Each line ends with the Mulliken charge.
Positions of all 93 atoms, in Å:
1 H 1.2253 3.2900 7.5304  0.418
2 H -2.3055 -1.3073 4.8069  0.476
3 N 0.0086 -0.0304 -2.1476  1.452
4 C 3.0598 2.2351 7.2185  0.385
5 H 3.6095 4.7352 -4.6880  0.431
6 N 1.8448 -0.8858 -0.6201  1.272
7 C 3.3886 2.0519 2.1273  -0.958
8 C 0.2171 0.3029 3.4083  0.751
9 H -5.0925 -1.6360 0.6275  0.445
10 N -2.0974 -0.4887 -0.2998  1.057
11 C 2.8338 0.0882 -0.9530  1.565
12 C 1.9755 1.4043 4.8009  -0.193
13 C -3.2065 -0.7371 -3.9342  -0.822
14 C -5.7385 -3.1798 4.2243  0.373
15 C 4.3043 -1.8623 -1.3414  -0.208
16 H -4.2731 1.0968 -3.6166  0.475
17 H -4.8255 -4.9695 3.4812  0.424
18 H -2.3382 -2.6105 -4.5017  0.535
19 H -6.4752 -1.2654 4.8334  0.421
20 C -3.8361 -3.1923 2.7803  0.289
21 C 2.9357 3.1424 -3.4141  -0.145
22 C -4.7998 -3.8891 3.4923  -0.984
23 C 1.6565 1.9496 -0.7649  1.242
24 C 1.4224 0.9652 3.5012  0.588
25 H 3.2778 -3.8248 -1.3488  0.527
26 C -0.4675 -0.1605 4.5999  -1.577
27 C -4.1884 0.2038 -4.2227  0.129
28 H -3.8940 -2.9697 -6.4005  0.422
29 H -0.0968 -0.0381 5.6032  0.542
30 C -2.9789 -0.9221 0.6720  0.038
31 C -4.2327 -1.2803 0.0871  -1.743
32 C 3.7476 3.7070 -4.3843  -1.135
33 H 1.1664 3.6826 -0.1975  0.571
34 C -2.7383 -1.0919 2.0329  1.466
35 Cl -6.9518 -4.0436 5.1201  -0.214
36 C 3.6858 1.9975 0.8223  -1.658
37 C 4.8977 1.6104 -4.6378  -1.279
38 C 1.0193 0.5389 -2.7670  0.125
39 H -4.7394 -0.0281 3.5631  0.481
40 N 1.8748 0.6063 1.2222  0.669
41 C -3.8065 -1.8007 2.8039  -0.717
42 H 0.2584 2.5524 5.3724  0.530
43 O 1.8153 3.3304 -0.8181  -0.619
44 H 5.0354 0.1110 -1.1433  0.504
45 H 4.4601 2.5493 0.3117  0.642
46 H -0.9347 -0.0787 -5.3579  0.514
47 C 0.8051 0.5660 -4.2069  -1.492
48 C 3.1835 -2.7551 -1.2533  -1.358
49 C -1.5741 -0.8037 4.1985  -1.548
50 C 1.2502 2.2282 5.6598  -0.113
51 Cl 3.7380 2.7576 8.7299  -0.213
52 C 3.2600 1.0105 5.1786  -0.222
53 H 1.4978 0.9652 -4.9281  0.532
54 Cl 5.7665 3.6531 -6.1835  -0.223
55 C -4.9379 -1.1307 -6.0578  0.421
56 C -4.7571 -1.1109 3.5454  0.462
57 C 4.1672 -0.5354 -1.1530  -1.792
58 C -2.7729 -0.6436 -1.4692  0.626
59 H 5.2954 -2.2717 -1.4952  0.497
60 C -2.2530 -0.5396 -2.8098  1.413
61 H 4.1793 0.0079 -3.4399  0.440
62 H -4.8402 -1.2887 -2.0133  0.473
63 C 1.7856 2.6462 6.8672  -0.922
64 Cl -6.0267 -1.3741 -7.3890  -0.213
65 C -1.6224 -0.6816 2.7590  0.012
66 O 0.6122 -4.1420 -0.5196  -0.706
67 C 4.0743 1.0585 -3.6666  0.330
68 H 3.8659 2.6426 2.8924  0.630
69 C 3.1057 1.8170 -3.0106  -1.163
70 H 3.8351 0.3656 4.5257  0.562
71 C -5.7301 -1.7956 4.2572  -1.002
72 C 0.8032 -2.9612 -0.3798  0.145
73 Ti 0.0818 -0.2039 0.0829  -1.318
74 N -0.5209 -0.0485 2.2756  0.591
75 C 2.6671 1.1444 0.1628  0.240
76 O -0.0438 -2.1262 0.2074  -0.652
77 C 2.0162 -2.2000 -0.8288  0.193
78 H -3.0980 -3.7300 2.1982  0.580
79 C 2.1593 1.1342 -2.0449  1.757
80 O 0.3923 1.6407 -0.3765  -0.706
81 H -5.8149 0.7460 -5.5211  0.412
82 H 5.6487 1.0089 -5.1304  0.432
83 C -3.1011 -1.8762 -4.7260  0.127
84 H 2.1590 3.7431 -2.9725  0.497
85 C -4.1061 -1.0950 -1.2523  -1.293
86 C -0.4147 0.0360 -4.4211  -1.448
87 C 4.7361 2.9404 -4.9774  0.393
88 C -0.9583 -0.2935 -3.1157  -0.293
89 C -5.0551 0.0142 -5.2855  -0.965
90 C 3.8059 1.4173 6.3846  -1.021
91 C -3.9686 -2.0821 -5.7885  -1.056
92 C 2.2071 1.1892 2.3246  0.024
93 H 4.7945 1.0983 6.6822  0.420

Forces on atoms 1 to 2 (eV/Å):
-0.01 0.01 0.00
-0.01 0.01 0.00

2.
C51H29Cl4MnN4O3 | wB97M-V/def2-TZVPD

As for the total energy: -146874.606 eV. The expectation value of S² is 6.152. The LUMO energy (alpha / beta) comes out at -1.88 / -1.93 eV. The spin multiplicity is 5. The HOMO energy (alpha / beta) is -7.2 / -7.3 eV. Its charge is 0. The maximum force comes out at 0.47 eV/Å. As for the frontier orbital gap (alpha / beta): 5.3 / 5.3 eV.

Each line ends with the Mulliken charge.
Positions of all 92 atoms, in Å:
1 C 0.1880 4.5041 -3.7143  -1.403
2 C 4.6843 1.9287 5.1159  -1.036
3 H -2.8036 -5.8333 4.9983  0.415
4 H 2.2188 3.9367 -0.5077  0.170
5 H 5.9238 -1.1431 5.8238  0.410
6 C 0.3834 5.5341 -2.8100  0.504
7 C -2.5137 -3.9347 -6.2773  0.365
8 C 0.7334 3.2592 -3.4625  -0.236
9 H -5.4427 -2.6207 4.0101  0.412
10 C -3.5192 -2.5854 3.0444  -0.002
11 C -2.4889 -3.5199 -0.0026  -1.390
12 C -1.4599 4.3396 0.2546  0.460
13 C 0.1958 -2.0175 3.9386  -1.502
14 C 1.5119 3.0043 -2.3210  0.747
15 H 4.1905 2.8901 -0.7308  0.732
16 O -0.5867 4.7609 1.1834  -0.749
17 C -0.8748 -4.2023 -4.5542  0.096
18 C 3.8533 1.5912 4.0583  -0.136
19 H -3.7233 -1.6724 2.4958  0.539
20 H 1.8193 0.9803 -4.7554  0.817
21 C -4.4858 -3.1114 3.8880  -0.947
22 O -0.6906 0.7846 -0.0155  -0.229
23 C -2.8904 -2.7093 -5.7480  -1.001
24 C 3.0643 0.5089 1.2517  0.130
25 H -1.0806 -4.8828 3.4905  0.484
26 C 0.4132 -1.4290 -2.9945  0.151
27 Cl -3.3150 -4.5357 -7.6952  -0.213
28 C -3.2688 4.8742 -1.2386  -0.315
29 H -0.4139 4.6682 -4.5981  0.431
30 C -1.5128 -4.6856 -5.6899  -0.844
31 Cl 6.4963 1.3615 7.0398  -0.214
32 H -0.0939 -4.7930 -4.0891  0.489
33 H -1.2309 -5.6380 -6.1192  0.419
34 C 0.8000 -0.8954 -4.2675  -1.086
35 H -3.9769 5.5983 -1.6251  0.402
36 O 0.3973 2.3871 1.1038  -0.699
37 N -0.6031 -2.2651 -0.3502  0.130
38 C -3.2613 3.5735 -1.7426  -0.946
39 C -1.4655 3.0158 -0.2210  0.207
40 C -1.0711 -2.7266 -1.5512  0.404
41 C -2.2424 -2.2354 -4.6177  0.242
42 C -1.2292 -2.9770 -4.0088  -0.327
43 H -0.3877 -2.4850 4.7166  0.523
44 C -2.3659 2.6567 -1.2243  -0.459
45 C -1.2597 -2.6250 1.9874  1.518
46 H -2.3711 6.2682 0.1387  0.457
47 C 4.0395 1.5197 0.9687  -1.064
48 C 1.3757 0.3125 -4.0332  -1.396
49 C 3.7557 0.2733 3.6171  -0.300
50 H 4.8860 1.7624 1.5914  0.743
51 N 0.8164 -1.3219 1.8522  0.058
52 C -2.0351 -4.3817 3.6069  0.146
53 Cl -5.4163 -4.9386 5.6502  -0.214
54 H -0.0103 3.9733 1.3732  0.395
55 N 0.8967 -0.6069 -2.0036  0.524
56 C 4.5009 -0.7058 4.2715  -0.081
57 C -2.9950 -4.9204 4.4501  -0.907
58 C -1.4523 -2.7475 0.6153  0.426
59 H -3.9530 3.2862 -2.5249  0.417
60 N 2.2328 0.3834 0.1670  0.424
61 H -2.3407 1.6349 -1.5816  0.587
62 C 1.1453 5.3275 -1.6753  -1.310
63 C 1.7521 -0.9038 2.7612  0.167
64 C 1.3691 -1.3490 4.0676  -1.326
65 C -2.2398 -3.5257 -1.3353  -1.433
66 C 1.8667 1.6282 -1.9071  0.382
67 C -0.1394 -2.0155 2.5492  0.408
68 H -2.5270 -1.2799 -4.1907  0.575
69 C -0.5448 -2.4165 -2.8015  0.675
70 H 0.4987 2.4626 -4.1514  0.398
71 C 2.5384 1.3864 -0.6885  0.280
72 C 3.6822 2.0967 -0.2049  -1.251
73 H 0.6236 -1.3749 -5.2183  0.594
74 H 4.7545 2.9530 5.4576  0.420
75 H 1.2699 6.1257 -0.9563  0.315
76 Mn 0.6374 -0.7598 -0.0344  -0.303
77 Cl -0.3795 7.0666 -3.0716  -0.227
78 C 2.8522 -0.0862 2.4855  1.073
79 H 1.9160 -1.1467 4.9750  0.513
80 H -2.7982 -4.0142 -2.1202  0.493
81 C -0.5263 2.0032 0.3556  0.898
82 C 5.3394 -0.3793 5.3272  -0.907
83 H -3.6751 -2.1313 -6.2193  0.414
84 C 5.4297 0.9406 5.7361  0.369
85 C -2.2852 -3.2119 2.8967  -0.775
86 H -3.2948 -4.0009 0.5295  0.490
87 C -2.3806 5.2576 -0.2531  -0.744
88 C 1.4044 0.4956 -2.6138  0.307
89 H 4.4312 -1.7366 3.9427  0.484
90 C 1.6976 4.0830 -1.4389  0.335
91 C -4.2136 -4.2761 4.5874  0.396
92 H 3.2509 2.3561 3.5820  0.617

Forces on atoms 1 to 2 (eV/Å):
0.02 -0.03 -0.06
0.00 0.08 -0.03